# 1
DFT (wB97M-V/def2-TZVPD) results for C23H28N2O5S in the gas phase.

```
59
Properties=species:S:1:pos:R:3:forces:R:3:lowdin_charge:R:1
C -2.5042 -2.4721 -0.0905 0.1 0.3 -0.1 -0.051
C -2.3068 -0.9772 -0.3360 0.2 -0.3 0.0 -0.182
N -3.3510 -0.1843 0.2862 -0.2 0.0 -0.2 -0.012
C -3.2401 0.4454 1.4769 0.5 0.1 0.0 -0.404
O -4.1899 0.9576 2.0383 -0.2 0.1 0.3 0.069
C -1.8527 0.5295 2.1170 -0.1 -0.3 0.4 -0.051
O -0.9958 1.3451 1.3293 0.0 0.2 -0.2 0.005
C 0.2564 0.9039 1.0934 0.0 -0.5 0.2 -0.419
O 0.6275 -0.1956 1.4773 -0.1 0.3 0.0 0.077
C 1.0598 1.8573 0.3375 0.2 0.2 -0.2 -0.059
C 0.5351 3.1228 0.0420 0.1 0.0 0.0 -0.018
C 1.2704 4.0578 -0.6445 -0.1 0.2 0.0 -0.088
C 2.5743 3.7519 -1.0312 -0.1 -0.1 0.1 -0.069
C 3.1146 2.5197 -0.7601 0.1 0.0 0.0 -0.021
C 2.3728 1.5292 -0.0920 -0.3 0.4 0.1 -0.169
N 2.9065 0.3165 0.1922 -0.2 -0.5 0.4 0.105
C 4.0376 -0.2805 -0.3713 0.5 -0.2 -0.3 -0.198
C 4.3198 -0.1498 -1.7278 0.0 0.0 0.0 -0.038
C 5.4191 -0.7891 -2.2652 0.0 0.0 0.0 -0.079
C 6.2215 -1.5765 -1.4607 0.0 0.0 0.0 -0.056
C 5.9415 -1.7387 -0.1091 0.0 0.0 -0.2 -0.234
C 6.8237 -2.6224 0.7233 0.0 0.0 0.0 -0.051
C 4.8481 -1.0771 0.4495 -0.1 0.2 -0.1 -0.163
C 4.5036 -1.1946 1.9057 0.1 0.0 -0.1 -0.027
C -4.6574 -0.2418 -0.3610 0.2 0.4 0.1 -0.326
C -5.2058 1.1525 -0.7137 0.4 0.1 0.0 -0.159
C -6.5477 0.9440 -1.3865 -0.2 -0.5 0.3 -0.189
S -7.1734 -0.6088 -0.6390 -0.2 -0.1 0.1 0.681
O -8.3829 -0.3898 0.0999 0.0 0.3 0.3 -0.315
O -7.1952 -1.6296 -1.6532 0.4 -0.1 -0.3 -0.322
C -5.7474 -0.9210 0.4499 -0.6 0.2 -0.5 -0.147
H -3.4267 -2.8272 -0.5426 -0.1 -0.1 0.0 0.071
H -1.6739 -3.0237 -0.5228 0.1 -0.1 -0.1 0.079
H -2.5382 -2.6777 0.9768 0.0 0.0 0.1 0.082
H -1.3337 -0.6800 0.0423 0.0 0.0 0.0 0.095
H -2.3153 -0.7706 -1.4108 0.1 0.0 0.1 0.132
H -1.9824 1.0152 3.0899 0.0 -0.1 -0.2 0.145
H -1.4008 -0.4583 2.2629 -0.1 0.2 0.0 0.129
H -0.4645 3.3524 0.3749 0.0 0.0 0.0 0.118
H 0.8515 5.0268 -0.8657 -0.1 0.1 0.0 0.100
H 3.1713 4.4946 -1.5398 0.1 0.0 0.0 0.108
H 4.1358 2.3041 -1.0334 0.0 0.0 0.0 0.110
H 2.3585 -0.2551 0.8294 0.0 0.2 -0.2 0.109
H 3.6623 0.4308 -2.3570 0.0 0.1 0.0 0.113
H 5.6405 -0.6862 -3.3169 0.0 0.0 -0.1 0.103
H 7.0741 -2.0825 -1.8892 0.1 -0.1 0.0 0.105
H 7.3458 -2.0427 1.4843 0.1 0.0 0.1 0.085
H 6.2387 -3.3920 1.2241 0.0 -0.1 0.1 0.085
H 7.5685 -3.1086 0.0986 0.0 0.0 0.0 0.074
H 4.1886 -0.2294 2.2990 0.0 0.0 0.1 0.086
H 5.3503 -1.5419 2.4880 0.0 -0.1 0.1 0.068
H 3.6819 -1.8984 2.0472 -0.1 -0.1 0.1 0.094
H -4.5330 -0.8069 -1.2904 0.1 0.0 0.1 0.149
H -5.3234 1.7203 0.2093 0.0 0.0 -0.1 0.117
H -4.5045 1.6832 -1.3596 0.0 0.0 0.0 0.129
H -7.2625 1.7349 -1.1910 -0.1 0.0 0.0 0.103
H -6.4651 0.7594 -2.4536 -0.1 -0.1 -0.1 0.103
H -5.6151 -1.9911 0.5636 -0.1 -0.1 -0.1 0.111
H -5.9105 -0.4337 1.4056 0.0 0.1 0.0 0.106
```
Positions in Å, forces in eV/Å.

- Spin multiplicity: 1
- E: -48359.2977 eV
- M: 444.6 g/mol
- Frontier orbital gap: 0.2978 Eh
- Net charge: 0



# 2
DFT (wB97M-V/def2-TZVPD) results for 2 unconnected molecules or ions with the total composition C4H10N2O2 at a distorted geometry.

```
18
Properties=species:S:1:pos:R:3:forces:R:3:lowdin_charge:R:1
C -2.8501 1.4710 -1.1946 -0.1 -2.2 -2.7 -0.021
C -1.5649 0.8951 -0.5908 2.8 2.6 1.8 -0.514
N -1.4602 -0.4172 -0.3110 0.5 1.4 0.7 0.186
O -0.7066 1.8047 -0.2636 -2.3 -2.6 -0.9 -0.068
H -3.2060 1.9809 -0.3453 -0.7 1.5 0.4 0.064
H -3.7227 0.8509 -1.6589 1.7 0.2 1.4 0.109
H -2.5114 1.9936 -2.1085 -0.3 0.8 1.0 0.089
H -0.7777 -0.9959 0.2850 -0.9 1.1 -1.8 0.127
H -2.2025 -0.7421 -0.8482 -1.1 -2.5 -0.3 0.071
C 2.9130 -1.4330 1.1760 -0.4 1.9 -0.8 -0.008
C 1.6123 -1.0382 0.3969 -0.1 -1.2 -0.4 -0.524
N 1.4322 0.2993 0.3972 1.2 -0.9 0.3 0.175
O 0.8185 -1.9471 0.0009 1.6 2.4 0.8 -0.054
H 3.2888 -0.4773 1.7055 -0.3 -1.9 -0.6 0.091
H 3.7354 -1.8999 0.5655 -1.2 0.3 0.7 0.095
H 2.3504 -2.0711 1.8277 1.0 -0.9 1.0 0.065
H 0.7132 0.9175 0.0776 -1.5 0.0 -0.6 0.030
H 2.1382 0.8087 0.8886 0.3 0.1 0.0 0.087
```
Positions in Å, forces in eV/Å.

- Spin multiplicity: 1
- E: -11384.9921 eV
- M: 118.1 g/mol
- Frontier orbital gap: 0.3830 Eh
- Net charge: 0



# 3
DFT (wB97M-V/def2-TZVPD) results for a molecular structure, C19H13BrF5IN4NaO4S.

```
49
Properties=species:S:1:pos:R:3:forces:R:3:lowdin_charge:R:1
Na 0.8493 0.6371 0.5418 0.0 0.3 0.0 0.311
N -0.0212 -1.4024 3.4572 0.0 0.0 0.0 0.109
C 0.4280 -0.3612 4.2244 0.0 0.0 0.0 -0.092
C -0.1059 0.7618 3.6680 0.0 0.0 -0.1 -0.131
N -0.8424 0.4370 2.5543 0.0 0.0 -0.1 0.117
C -0.7691 -0.8729 2.4546 0.0 0.0 -0.1 -0.303
C -1.3903 -1.6856 1.4062 0.0 0.0 0.1 -0.301
N -2.4428 -1.3444 0.6998 0.0 0.0 0.0 0.127
C -2.6593 -2.4017 -0.1454 0.0 0.0 0.0 -0.153
C -1.7334 -3.3826 0.0678 0.0 0.0 0.0 -0.105
N -0.9324 -2.9238 1.0798 0.0 0.0 0.0 0.104
H 0.3383 -2.3432 3.4719 0.0 0.0 0.0 0.139
H 1.0900 -0.5076 5.0585 0.0 0.0 0.0 0.110
H 0.0115 1.7868 3.9778 0.0 0.0 0.0 0.102
H -3.4670 -2.3900 -0.8585 0.0 0.0 0.0 0.093
H -1.5700 -4.3329 -0.4093 0.0 0.0 0.0 0.102
H 0.0038 -3.2563 1.3067 0.0 0.0 0.0 0.097
C 3.9320 -2.2989 0.4104 0.0 0.1 0.0 -0.145
S 2.3129 -1.8645 0.9715 0.0 0.0 0.0 0.413
O 1.8347 -3.0298 1.7304 0.0 0.0 0.0 -0.375
O 1.5154 -1.5993 -0.2315 0.0 0.0 0.1 -0.366
O 2.4629 -0.6544 1.7777 0.0 -0.2 0.0 -0.338
H 3.8550 -3.1792 -0.2225 0.0 0.0 0.0 0.063
H 4.5492 -2.4978 1.2830 0.0 0.0 0.0 0.063
H 4.3184 -1.4502 -0.1493 0.0 0.0 0.0 0.067
F -1.4010 7.1087 2.3701 0.0 0.0 0.0 0.075
C -0.8240 6.0499 1.7623 0.0 0.0 0.0 -0.168
C -1.4523 5.4055 0.7107 0.1 0.0 0.0 -0.159
F -2.6476 5.8505 0.2862 0.0 0.0 0.0 0.093
C -0.8613 4.3187 0.0997 0.0 0.1 0.0 -0.146
F -1.5191 3.7295 -0.9178 0.0 0.0 0.0 0.042
C 0.3945 3.7938 0.4864 0.0 -0.1 -0.1 -0.337
O 0.9323 2.7789 -0.0847 -0.1 -0.1 0.0 -0.198
C 0.9940 4.4940 1.5580 0.0 0.0 0.1 -0.150
F 2.1893 4.0723 2.0200 0.0 0.0 0.0 0.078
C 0.4078 5.5797 2.1777 0.0 0.0 0.0 -0.162
F 1.0376 6.1909 3.1992 0.0 0.0 0.0 0.088
Br -1.2669 1.0916 -5.9121 0.0 0.0 0.0 0.691
C -0.9480 -0.5182 -4.9654 0.0 -0.1 0.0 -0.742
C -1.2325 -1.7065 -5.6240 0.0 0.0 0.0 -0.155
C -1.0242 -2.9177 -4.9843 0.0 0.0 0.0 -0.098
C -0.5299 -2.9362 -3.6895 0.0 0.0 0.1 -0.087
C -0.2429 -1.7487 -3.0335 0.0 -0.1 0.0 -0.147
C -0.4509 -0.5270 -3.6667 0.0 0.2 0.0 -0.721
I -0.0352 1.2061 -2.5795 0.0 0.0 0.1 1.140
H -1.6188 -1.6738 -6.6335 0.0 0.0 0.0 0.090
H -1.2510 -3.8416 -5.5009 0.0 0.0 0.0 0.098
H -0.3650 -3.8765 -3.1789 0.0 0.0 0.0 0.101
H 0.1476 -1.7680 -2.0247 0.0 0.0 0.0 0.061
```
Positions in Å, forces in eV/Å.

- Spin multiplicity: 1
- E: -141051.3949 eV
- M: 718.2 g/mol
- Frontier orbital gap: 0.2502 Eh
- Net charge: -1



| no. | LUMO energy (eV) |
| --- | --- |
| 1 | 0.21 |
| 2 | 0.82 |
| 3 | 2.08 |